{
  "formula": "C46H48ClN6O7STeZr",
  "method": "ωB97M-V with the def2-TZVPD basis set",
  "elements": ["Zr", "C", "N", "C", "C", "C", "N", "C", "C", "H", "H", "H", "H", "H", "H", "H", "H", "H", "H", "H", "H", "H", "H", "H", "H", "C", "C", "C", "C", "C", "O", "C", "C", "C", "C", "C", "C", "C", "O", "C", "C", "C", "N", "C", "C", "Te", "C", "C", "C", "C", "C", "C", "C", "C", "C", "C", "C", "C", "H", "H", "H", "H", "H", "H", "H", "H", "H", "H", "H", "H", "H", "H", "H", "H", "H", "H", "H", "H", "H", "H", "H", "H", "O", "S", "O", "O", "C", "N", "C", "C", "C", "N", "C", "C", "C", "N", "C", "C", "H", "H", "H", "H", "H", "H", "Cl", "C", "C", "O", "O", "H", "H"],
  "positions_angstrom": [[-0.203, 0.295, -0.183], [2.068, -0.744, 2.029], [1.395, 0.497, 1.565], [2.454, 1.505, 1.311], [0.530, 0.932, 2.708], [-0.439, 2.049, 2.378], [-1.474, 1.691, 1.368], [-2.132, 2.955, 0.969], [-2.547, 0.868, 1.984], [2.624, -0.523, 2.944], [2.777, -1.101, 1.285], [1.327, -1.511, 2.235], [3.046, 1.652, 2.219], [2.024, 2.452, 0.998], [3.111, 1.144, 0.520], [1.180, 1.285, 3.516], [-0.013, 0.061, 3.064], [0.095, 2.924, 2.003], [-0.934, 2.339, 3.312], [-2.653, 3.372, 1.835], [-2.861, 2.763, 0.184], [-1.402, 3.681, 0.630], [-3.021, 1.436, 2.791], [-2.147, -0.053, 2.383], [-3.301, 0.657, 1.223], [-2.234, -6.711, 0.992], [-1.780, -5.281, 1.048], [-1.817, -4.549, 2.222], [-1.414, -3.211, 2.328], [-1.358, -2.615, 3.696], [-1.255, -1.416, 3.882], [-1.395, -3.522, 4.882], [-2.226, -3.175, 5.942], [-2.242, -3.948, 7.091], [-1.406, -5.051, 7.197], [-0.559, -5.387, 6.150], [-0.563, -4.633, 4.988], [-1.016, -2.540, 1.153], [-0.675, -1.232, 1.072], [-0.881, -3.317, -0.016], [-1.253, -4.647, -0.071], [-0.195, -2.594, -1.094], [-0.718, -1.471, -1.558], [-2.167, -1.294, -1.421], [-2.759, -0.987, -2.786], [-2.882, -2.732, -4.026], [-0.934, -2.627, -4.828], [-0.531, -1.514, -5.562], [0.720, -1.493, -6.164], [1.564, -2.591, -6.062], [1.162, -3.704, -5.338], [-0.080, -3.719, -4.714], [1.149, -2.933, -1.435], [1.848, -2.007, -2.356], [3.295, -2.314, -2.766], [3.977, -3.320, -1.909], [3.294, -4.060, -1.013], [1.879, -3.879, -0.782], [-2.715, -7.007, 1.922], [-1.391, -7.382, 0.821], [-2.944, -6.864, 0.179], [-2.173, -5.040, 3.118], [-2.853, -2.297, 5.861], [-2.899, -3.685, 7.908], [-1.412, -5.648, 8.098], [0.103, -6.236, 6.239], [0.096, -4.899, 4.170], [-1.138, -5.185, -1.005], [-2.398, -0.459, -0.725], [-2.652, -2.171, -0.985], [-2.157, -0.251, -3.316], [-3.772, -0.598, -2.693], [-1.207, -0.678, -5.697], [1.021, -0.634, -6.749], [2.527, -2.584, -6.555], [1.816, -4.562, -5.259], [-0.386, -4.591, -4.150], [1.224, -1.732, -3.207], [3.458, -2.590, -3.806], [5.038, -3.472, -2.111], [3.806, -4.823, -0.443], [1.406, -4.498, -0.030], [8.322, -2.371, -3.505], [7.433, -2.973, -4.478], [6.367, -3.786, -3.901], [8.027, -3.507, -5.672], [6.542, -1.480, -4.999], [7.042, -0.666, -5.934], [6.385, 0.457, -6.163], [5.219, 0.816, -5.484], [4.777, -0.108, -4.557], [5.428, -1.244, -4.329], [3.593, 0.025, -3.676], [3.663, -0.825, -2.450], [2.353, -0.750, -1.629], [1.437, 0.379, -1.742], [1.504, 0.988, -2.879], [2.525, 0.820, -3.885], [6.801, 1.110, -6.923], [4.729, 1.763, -5.659], [4.610, -0.679, -1.932], [2.543, -0.980, -0.580], [0.744, 1.729, -3.104], [2.439, 1.418, -4.782], [-1.253, 5.168, -1.534], [-0.703, 3.702, -2.367], [-0.571, 2.537, -1.416], [0.333, 2.482, -0.552], [-1.358, 1.532, -1.528], [0.277, 3.920, -2.788], [-1.418, 3.458, -3.148]],
  "forces_ev_per_angstrom": [[-0.306, -0.788, 0.194], [0.008, -0.023, -0.001], [0.017, 0.260, 0.020], [0.022, 0.019, -0.003], [-0.024, 0.126, 0.086], [0.090, 0.051, 0.073], [0.001, -0.243, 0.191], [-0.023, 0.007, -0.054], [-0.024, 0.013, 0.065], [-0.019, -0.019, -0.017], [0.005, 0.007, 0.030], [0.021, 0.010, -0.004], [-0.008, -0.009, -0.036], [0.016, -0.015, 0.017], [-0.017, 0.029, 0.003], [-0.002, -0.068, -0.030], [-0.003, -0.040, 0.000], [-0.044, -0.031, -0.013], [-0.002, 0.035, -0.059], [0.018, 0.003, -0.025], [0.007, 0.008, 0.013], [-0.028, -0.018, 0.017], [-0.001, -0.025, -0.027], [0.019, -0.103, 0.072], [0.026, -0.029, 0.048], [-0.016, -0.011, 0.002], [0.001, 0.017, -0.032], [-0.076, -0.054, -0.023], [0.069, 0.032, -0.088], [0.080, 0.069, -0.014], [-0.141, 0.184, -0.126], [-0.010, 0.032, -0.010], [0.047, 0.013, 0.058], [-0.002, 0.004, -0.014], [0.000, 0.001, -0.014], [-0.005, -0.003, 0.000], [0.030, -0.011, 0.035], [0.097, -0.021, -0.008], [0.035, -0.169, 0.367], [-0.051, -0.075, 0.027], [0.015, 0.017, 0.030], [-0.116, -0.021, 0.025], [-0.150, 0.167, 0.040], [-0.024, -0.088, -0.113], [0.001, 0.013, -0.014], [0.006, -0.043, 0.009], [-0.012, 0.025, 0.002], [0.001, -0.001, -0.009], [0.003, 0.016, 0.027], [0.045, 0.024, 0.029], [0.007, -0.009, 0.039], [-0.024, 0.001, -0.007], [0.025, -0.015, 0.007], [-0.065, 0.026, 0.030], [0.077, -0.006, -0.048], [-0.019, 0.020, -0.058], [0.028, -0.012, 0.023], [0.039, 0.030, -0.042], [-0.005, -0.006, 0.011], [0.010, -0.009, -0.010], [-0.012, -0.010, -0.010], [-0.014, 0.021, -0.049], [-0.005, 0.010, -0.011], [-0.020, 0.000, 0.020], [0.003, -0.012, 0.024], [0.013, -0.023, 0.005], [0.014, -0.003, -0.003], [0.004, -0.013, -0.027], [-0.112, 0.075, -0.037], [0.026, 0.131, 0.059], [-0.019, 0.031, 0.024], [-0.036, -0.028, -0.006], [-0.006, 0.016, 0.003], [0.006, 0.020, -0.004], [0.030, -0.009, 0.001], [0.022, -0.025, -0.003], [-0.004, -0.022, 0.011], [0.012, 0.008, -0.023], [0.035, -0.021, -0.012], [-0.007, -0.052, -0.049], [0.010, -0.010, 0.009], [-0.020, -0.010, 0.012], [0.056, -0.123, 0.058], [-0.123, 0.064, 0.055], [0.005, -0.031, 0.082], [0.057, -0.022, -0.021], [-0.086, 0.000, -0.211], [0.083, -0.021, 0.010], [-0.058, 0.033, -0.054], [0.004, -0.057, -0.001], [-0.179, -0.018, 0.038], [0.009, 0.148, 0.203], [0.167, 0.058, 0.033], [-0.083, -0.061, -0.040], [-0.136, -0.087, -0.111], [0.572, -0.077, -0.518], [0.142, 0.119, 0.145], [0.025, -0.036, 0.037], [0.004, 0.028, 0.015], [-0.024, 0.023, -0.030], [0.010, 0.031, 0.020], [-0.024, 0.060, -0.022], [0.043, -0.043, 0.024], [-0.022, 0.003, -0.010], [0.014, 0.012, -0.004], [-0.040, 0.033, -0.025], [-0.147, 0.126, -0.068], [0.058, 0.333, 0.022], [0.103, 0.126, -0.268], [-0.025, 0.003, -0.012], [0.025, 0.008, 0.026]],
  "mulliken_charge": [0.669, -1.061, 0.736, -1.194, 0.167, -1.325, 0.692, -1.378, -1.729, 0.510, 0.310, 0.065, 0.418, 0.466, 0.193, 0.741, -0.518, 0.379, 0.565, 0.486, 0.327, 0.364, 0.457, 0.745, 0.399, -1.578, -0.161, -1.195, 0.970, 0.675, -0.611, 0.071, -0.246, -0.748, -0.398, -0.897, -0.114, 0.716, 0.821, -1.375, -0.662, 0.491, 0.322, 0.464, -1.429, 0.222, -0.173, -0.395, -0.618, -0.408, -0.637, -0.227, 0.220, 1.443, 0.573, -1.546, -1.519, -0.070, 0.398, 0.337, 0.382, 0.633, 0.421, 0.410, 0.412, 0.417, 0.497, 0.708, -0.461, 0.503, 0.116, 0.687, 0.520, 0.491, 0.492, 0.419, 0.506, -0.985, 0.830, 0.634, 0.482, 0.645, -0.690, 1.178, -0.635, -0.667, -0.092, -0.477, -0.441, -0.866, -0.021, 0.014, 0.603, 0.090, -0.657, 1.234, 0.317, -1.780, 0.438, 0.481, 1.051, -1.649, 0.522, 0.462, -0.150, -0.524, 0.233, -0.219, -0.439, 0.330, 0.394],
  "e_tot_ev": -103681.000,
  "charge": 1,
  "de_lowest_kj_mol": 168.3,
  "homo_energy_ha": -0.34897,
  "gap_ev": 5.0673
}